The following is a DFT calculation (ωB97M-V/def2-TZVPD) of a cluster of 2 separate species, C4H16N3O in total.

Calculated values
Frontier orbital gap ... 9.2884 eV
Maximum force ... 2.53 eV Å⁻¹
Energy relative to the best compared isomer or geometry (same formula, charge and spin) ... 237.3 kJ/mol

The geometry in ORCA input format:
```
! RIJCOSX wB97M-V def2-TZVPD def2/J DEFGRID3
* xyz 1 1
C 1.242 -1.646 0.229
O 1.744 -2.953 0.580
C 1.718 -1.320 -1.195
N 1.111 -0.010 -1.521
H 1.603 -0.831 0.944
H 0.167 -1.685 0.178
H 1.463 -3.060 1.495
H 2.802 -1.146 -1.127
H 1.473 -2.123 -1.901
H 1.547 0.641 -0.830
H 0.106 0.056 -1.318
H 1.322 0.363 -2.421
C -2.158 0.027 1.050
N -1.925 0.963 -0.064
C -0.756 1.838 0.094
N -0.985 3.099 0.789
H -3.030 -0.647 0.812
H -1.344 -0.695 1.219
H -2.397 0.617 1.936
H -1.890 0.470 -0.966
H -0.409 2.206 -0.929
H 0.087 1.339 0.658
H -1.786 3.529 0.373
H -1.355 2.828 1.737
*
```